1.
{
  "formula": "C3ClF2O2",
  "method": "wB97M-V/def2-TZVPD",
  "symbols": ["C", "C", "C", "O", "O", "F", "F", "Cl"],
  "positions_angstrom": [[0.0822, -0.4397, 0.2048], [1.3456, -0.2713, -0.0705], [-1.6602, 0.6317, 0.1032], [-2.1523, 0.4369, 1.1153], [-1.6257, 1.0885, -1.0227], [-0.3646, -1.6820, 0.4885], [2.4938, -1.0714, -0.1252], [1.8813, 1.3072, -0.6933]],
  "homo_ev": -4.3,
  "total_charge": -1,
  "lumo_ev": 3.77,
  "homo_lumo_gap_ev": 8.11
}

=====

2.
{
  "formula": "C3H10AlBClF4NO3P",
  "method": "wB97M-V/def2-TZVPD",
  "symbols": ["C", "C", "O", "C", "O", "B", "N", "P", "O", "Cl", "H", "H", "H", "H", "H", "H", "H", "H", "H", "H", "F", "Al", "F", "F", "F"],
  "positions_angstrom": [[-2.5472, -0.1179, 2.6841], [-2.4997, -1.0178, 1.4188], [-1.7029, -2.1529, 1.5559], [-2.1502, -0.1927, 0.1318], [-1.1784, -0.8578, -0.6926], [0.0315, -0.1254, -0.4680], [0.4622, 0.8959, -1.4472], [0.9461, -0.5147, 1.1794], [2.4700, 0.2068, 1.0892], [1.4103, -2.5751, 1.0435], [-1.7939, -0.4687, 3.3967], [-3.5134, -0.1768, 3.1928], [-2.3731, 0.9312, 2.4332], [-3.5262, -1.3707, 1.2604], [-1.1253, -2.0685, 2.3075], [-1.7537, 0.8018, 0.4017], [-3.0525, -0.0740, -0.4724], [0.3110, 0.5679, -2.3983], [-0.2276, 1.6413, -1.3433], [2.9134, -0.1532, 1.8508], [4.8711, 1.7354, -4.7300], [3.7809, 1.3641, -3.4213], [4.0169, -0.2881, -2.9198], [2.1333, 1.5738, -3.9673], [4.0972, 2.4363, -2.0857]],
  "homo_ev": -6.3,
  "total_charge": -1,
  "lumo_ev": 2.24,
  "homo_lumo_gap_ev": 8.54
}

=====

3.
{
  "formula": "C3H10BN4O",
  "method": "wB97M-V/def2-TZVPD",
  "symbols": ["N", "B", "O", "N", "C", "C", "N", "C", "N", "H", "H", "H", "H", "H", "H", "H", "H", "H", "H"],
  "positions_angstrom": [[-1.3937, 1.8978, 1.0422], [-1.3800, 0.7066, 0.1537], [-2.5258, 0.4367, -0.6676], [-0.2648, -0.2629, 0.0801], [-0.2180, -1.2353, -1.0441], [1.3272, -1.6082, -0.9257], [1.8884, -0.2625, -0.6358], [1.0269, 0.1729, 0.4518], [1.4335, 0.7790, 1.5256], [-2.0855, 1.7261, 1.7796], [-1.7504, 2.7120, 0.5372], [-3.0105, -0.2934, -0.2543], [-0.4384, -0.7041, -2.0054], [-0.8839, -2.1053, -0.8238], [1.8045, -2.1479, -1.7657], [1.3703, -2.1418, 0.0552], [1.8953, 0.3602, -1.4448], [2.2765, 1.3506, 1.5459], [0.9286, 0.6197, 2.3962]],
  "homo_ev": -13.8,
  "total_charge": 1,
  "smiles": "NB(O)N1CCNC1=[NH2+]",
  "lumo_ev": -4.21,
  "homo_lumo_gap_ev": 9.57
}

=====

4.
{
  "formula": "C3H10BrOPSSi",
  "method": "wB97M-V/def2-TZVPD",
  "symbols": ["C", "C", "O", "C", "Si", "Br", "P", "S", "H", "H", "H", "H", "H", "H", "H", "H", "H", "H"],
  "positions_angstrom": [[-1.5376, -1.8898, 0.0403], [-0.1831, -1.2325, -0.1487], [0.7052, -2.1320, -0.8047], [-0.3151, 0.1053, -0.9083], [-0.1937, 1.6378, 0.1271], [-1.4485, 1.4663, 1.9428], [1.9065, 1.9761, 0.8832], [2.8076, 0.3653, 1.5276], [-2.1341, -1.3474, 0.7739], [-2.0951, -1.9246, -0.8963], [-1.3903, -2.9083, 0.3928], [0.2604, -1.0597, 0.8329], [0.7783, -1.9101, -1.7268], [-1.2887, 0.1718, -1.4006], [0.4399, 0.1670, -1.6948], [-0.6314, 2.8427, -0.6139], [2.5673, 2.6640, -0.1435], [1.7524, 3.0083, 1.8169]],
  "homo_ev": -8.6,
  "smiles": "C[C@@H](O)C[Si@@H](Br)[PH2]=S",
  "lumo_ev": 0.48,
  "homo_lumo_gap_ev": 9.10
}

=====

5.
{
  "formula": "C3H10Cl2N2Si",
  "method": "wB97M-V/def2-TZVPD",
  "symbols": ["C", "C", "C", "N", "N", "Si", "Cl", "Cl", "H", "H", "H", "H", "H", "H", "H", "H", "H", "H"],
  "positions_angstrom": [[-1.1532, -0.9280, 1.1707], [1.4992, 0.9731, -2.6388], [-0.8729, 0.0281, 2.3263], [2.0609, 0.0650, -1.6625], [-0.5942, 1.3209, 1.8342], [2.5404, 0.5174, -0.0803], [3.6518, 2.1884, -0.1590], [3.5103, -1.0606, 0.7164], [-1.9481, -0.5237, 0.5506], [-0.2544, -1.0217, 0.5621], [-1.4454, -1.9078, 1.5395], [1.8936, 1.9702, -2.4667], [1.7857, 0.6495, -3.6415], [0.4096, 1.0139, -2.5790], [-1.7731, 0.0718, 2.9718], [-0.0722, -0.3835, 2.9688], [1.7489, -0.8853, -1.8111], [-0.1647, 1.8957, 2.5574]],
  "homo_ev": [-9.7, -7.4],
  "lumo_ev": [-0.59, -0.18],
  "homo_lumo_gap_ev": [9.10, 7.20]
}

=====

6.
{
  "formula": "C3H10ClN2OS",
  "method": "wB97M-V/def2-TZVPD",
  "symbols": ["C", "C", "C", "N", "N", "O", "S", "Cl", "H", "H", "H", "H", "H", "H", "H", "H", "H", "H"],
  "positions_angstrom": [[-2.4661, 0.3843, 1.5264], [2.0821, -1.2927, 0.2594], [-0.5083, -0.1704, -0.2408], [2.5057, 0.0746, -0.1537], [0.1399, 0.8530, -1.0265], [-1.6015, 1.0120, 0.6448], [0.3900, -1.0223, 1.1080], [3.1279, -2.1008, 1.3774], [-1.8605, -0.2466, 2.2001], [-3.2949, 0.0149, 0.8747], [-2.6998, 1.1601, 2.1735], [1.7857, -1.8817, -0.6840], [-1.2356, -0.8543, -0.6950], [2.9638, 0.5804, 0.6911], [3.2181, -0.0768, -0.9605], [0.2510, 0.7926, -2.0875], [-0.5880, 1.6500, -0.8678], [1.1689, 0.9196, -0.7856]],
  "homo_ev": -13.6,
  "total_charge": 1,
  "lumo_ev": -3.94,
  "homo_lumo_gap_ev": 9.64
}

=====

7.
{
  "formula": "C3H10N",
  "method": "wB97M-V/def2-TZVPD",
  "symbols": ["C", "N", "H", "H", "H", "H", "C", "C", "H", "H", "H", "H", "H", "H"],
  "positions_angstrom": [[1.8467, 0.2888, -1.0996], [0.6039, 0.3782, -1.4455], [2.1556, -0.1489, -0.1582], [2.6681, 0.7138, -1.6575], [0.3478, 0.8927, -2.2825], [-0.1202, -0.0969, -0.8628], [-1.8491, -0.3148, 0.9295], [-0.4141, -0.3081, 1.4954], [-2.3480, -1.2914, 1.0257], [-1.7743, -0.0937, -0.1393], [-2.6040, 0.3993, 1.3322], [0.1234, -1.1139, 0.9470], [0.1510, 0.6413, 1.3599], [-0.3275, -0.5449, 2.6021]],
  "homo_ev": -15.9,
  "total_charge": 1,
  "lumo_ev": -5.94,
  "homo_lumo_gap_ev": 9.97
}

=====

8.
{
  "formula": "C3H10N",
  "method": "wB97M-V/def2-TZVPD",
  "symbols": ["C", "C", "C", "N", "H", "H", "H", "H", "H", "H", "H", "H", "H", "H"],
  "positions_angstrom": [[0.0451, 1.2580, 0.6520], [-1.1839, -0.3492, -0.7929], [1.1676, -0.8268, -0.0712], [-0.1076, -0.1559, 0.2760], [0.7051, 1.5488, -0.1311], [-0.7969, 1.9406, 0.6030], [0.3860, 1.2652, 1.6978], [-0.7255, 0.2109, -1.5856], [-1.0238, -1.4430, -1.0053], [-2.1442, -0.0807, -0.4434], [1.1712, -1.8351, 0.1241], [1.2449, -0.6939, -1.1661], [1.9404, -0.3457, 0.4879], [-0.3387, -0.7406, 1.4311]],
  "homo_ev": -17.7,
  "total_charge": 1,
  "lumo_ev": -4.31,
  "homo_lumo_gap_ev": 13.41
}

=====

9.
{
  "formula": "C3H10N2",
  "method": "wB97M-V/def2-TZVPD",
  "symbols": ["C", "C", "N", "H", "H", "H", "H", "H", "C", "N", "H", "H", "H", "H", "H"],
  "positions_angstrom": [[-1.8983, -1.9872, 2.4584], [-1.7132, -1.5486, 1.2482], [-0.5944, -1.5388, 0.4769], [-0.9507, -1.9965, 3.0211], [-2.6386, -2.6748, 2.8308], [-2.5038, -1.5666, 0.5358], [-0.6364, -1.3823, -0.5681], [0.4205, -1.8258, 0.7053], [1.2967, 1.4967, -1.8168], [1.5559, 2.9292, -1.3138], [0.3435, 1.4387, -2.3105], [2.1580, 1.4866, -2.5916], [1.3290, 0.9394, -0.8010], [2.5107, 3.2244, -1.5605], [1.3213, 3.0056, -0.3140]],
  "homo_ev": -8.0,
  "smiles": "C=CN.CN",
  "lumo_ev": 0.84,
  "homo_lumo_gap_ev": 8.88
}

=====

10.
{
  "formula": "C3H10N2",
  "method": "wB97M-V/def2-TZVPD",
  "symbols": ["C", "C", "N", "H", "H", "H", "H", "H", "C", "N", "H", "H", "H", "H", "H"],
  "positions_angstrom": [[2.4940, -0.8383, -0.5022], [2.2824, 0.4731, -0.6544], [1.1824, 1.1297, -1.2145], [2.3347, -1.7032, -1.1231], [3.2181, -0.9792, 0.2904], [2.9891, 1.2088, -0.2837], [1.1361, 2.1156, -1.0299], [0.9231, 0.8781, -2.1569], [-2.7943, -0.2105, 0.5167], [-1.8916, -0.6087, 1.5896], [-3.3127, 0.6522, 0.9465], [-2.2733, -0.0094, -0.4112], [-3.5690, -0.9763, 0.4062], [-1.1437, -1.2611, 1.4324], [-1.5752, 0.1292, 2.1943]],
  "homo_ev": -8.4,
  "smiles": "C=CN.CN",
  "lumo_ev": 0.95,
  "homo_lumo_gap_ev": 9.32
}

=====

11.
{
  "formula": "C3H10N2",
  "method": "wB97M-V/def2-TZVPD",
  "symbols": ["C", "N", "H", "H", "H", "C", "C", "N", "H", "H", "H", "H", "H", "H", "H"],
  "positions_angstrom": [[2.9200, 3.2307, 1.5449], [3.7284, 3.6569, 2.4247], [2.0236, 2.6322, 1.8019], [2.8512, 3.6861, 0.4773], [4.6227, 4.1482, 2.0659], [-2.4965, -1.0542, -0.6266], [-1.0071, -1.5131, -1.1408], [-0.6534, -2.8958, -0.6351], [-3.3340, -1.6273, -0.9870], [-2.7177, -0.0912, -0.9729], [-2.5870, -0.8838, 0.4525], [-0.2911, -0.8113, -0.8290], [-1.0117, -1.6131, -2.2269], [-1.3519, -3.3016, 0.1111], [-0.6955, -3.5628, -1.4599]],
  "homo_ev": -9.2,
  "smiles": "C=N.CCN",
  "lumo_ev": 0.92,
  "homo_lumo_gap_ev": 10.11
}

=====

12.
{
  "formula": "C3H10N2",
  "method": "wB97M-V/def2-TZVPD",
  "symbols": ["H", "N", "C", "N", "H", "H", "H", "C", "C", "H", "H", "H", "H", "H", "H"],
  "positions_angstrom": [[-1.6432, 3.1874, -1.1030], [-1.6281, 2.3880, -1.7290], [-2.8062, 1.6760, -1.8067], [-2.6480, 0.4616, -2.3892], [-3.7758, 1.7730, -1.2776], [-1.7317, 0.1971, -2.7217], [-3.4739, -0.1583, -2.3552], [2.5946, -1.3969, 2.6328], [3.7945, -2.4850, 2.6255], [2.3138, -1.0838, 1.5749], [1.6652, -1.9854, 3.0031], [2.8402, -0.3869, 3.1082], [3.8194, -3.2609, 1.8320], [3.6803, -2.9878, 3.5719], [4.7416, -2.0056, 2.4848]],
  "homo_ev": -8.8,
  "smiles": "[H]/N=C/N.CC",
  "lumo_ev": 1.02,
  "homo_lumo_gap_ev": 9.79
}

=====

13.
{
  "formula": "C3H10N2",
  "method": "wB97M-V/def2-TZVPD",
  "symbols": ["C", "N", "H", "H", "H", "C", "N", "C", "H", "H", "H", "H", "H", "H", "H"],
  "positions_angstrom": [[2.4699, -2.3299, -4.3138], [1.3124, -2.7204, -4.6463], [2.6323, -1.2522, -4.4331], [3.1698, -2.8060, -3.6222], [1.2909, -3.6942, -4.9588], [-1.4424, 0.1149, 2.2427], [-1.2252, 1.3998, 2.9462], [-0.4860, 2.3324, 2.0750], [-0.8875, 0.0558, 1.3099], [-2.4888, 0.0240, 1.9314], [-1.2158, -0.7452, 2.8724], [-2.1452, 1.8197, 3.0086], [-0.4760, 3.3039, 2.5776], [0.4713, 1.8615, 1.8712], [-0.9799, 2.6359, 1.1392]],
  "homo_ev": -9.0,
  "smiles": "C=N.CNC",
  "lumo_ev": 1.04,
  "homo_lumo_gap_ev": 10.07
}

=====

14.
{
  "formula": "C3H10N2",
  "method": "wB97M-V/def2-TZVPD",
  "symbols": ["C", "C", "H", "H", "H", "H", "H", "H", "N", "C", "N", "H", "H", "H", "H"],
  "positions_angstrom": [[-0.2395, -1.3571, 1.1398], [-1.5327, -1.7899, 0.4645], [0.2617, -1.9833, 1.8116], [0.6063, -1.1563, 0.4433], [-0.5284, -0.3718, 1.6901], [-1.5241, -2.5582, -0.2860], [-1.8853, -0.8903, -0.0300], [-2.2091, -2.0322, 1.2883], [1.4581, 1.1945, -0.1113], [1.0079, 1.8679, -1.2222], [-0.0474, 2.5808, -1.2561], [2.2560, 0.5649, -0.3527], [1.0292, 1.1255, 0.8451], [1.5510, 1.9031, -2.1640], [-0.2038, 2.9025, -2.2605]],
  "homo_ev": [-15.3, -15.3],
  "total_charge": 1,
  "lumo_ev": [-4.22, -9.16],
  "multiplicity": 2,
  "homo_lumo_gap_ev": [11.11, 6.15]
}

=====

15.
{
  "formula": "C3H10N2O",
  "method": "wB97M-V/def2-TZVPD",
  "symbols": ["N", "C", "O", "H", "H", "H", "H", "C", "C", "N", "H", "H", "H", "H", "H", "H"],
  "positions_angstrom": [[-0.2308, 1.3156, 0.8188], [-1.6609, 0.2852, 1.7155], [-2.1530, -0.5724, 0.9497], [-0.6405, 1.4368, -0.1016], [-0.3603, 2.1027, 1.4247], [-0.8853, -0.0425, 2.4484], [-2.2964, 1.1126, 2.0791], [1.1242, -0.8775, -2.0790], [0.4660, -0.4102, 0.1301], [1.5920, -0.6171, -0.6563], [2.0086, -0.8456, -2.7330], [0.3653, -0.1567, -2.4713], [0.7236, -1.8842, -2.0398], [-0.5659, -0.6327, -0.1660], [0.6998, -0.5773, 1.2103], [1.8137, 0.3633, -0.5296]],
  "homo_ev": [-0.1, -3.3],
  "total_charge": -1,
  "lumo_ev": [4.26, 4.18],
  "multiplicity": 2,
  "homo_lumo_gap_ev": [4.37, 7.45]
}

=====

16.
{
  "formula": "C3H10N2O",
  "method": "wB97M-V/def2-TZVPD",
  "symbols": ["C", "N", "C", "C", "N", "O", "H", "H", "H", "H", "H", "H", "H", "H", "H", "H"],
  "positions_angstrom": [[1.7801, 1.2992, 0.0661], [0.6050, 0.6106, 0.5617], [0.0315, -0.3206, -0.3433], [-0.1254, -1.7157, 0.2242], [-1.3723, 0.3710, -0.3993], [-2.6525, 0.1224, 0.2033], [2.6415, 0.6239, 0.0549], [2.0131, 2.1330, 0.7288], [1.6674, 1.7021, -0.9562], [-0.4726, 1.2295, 0.5033], [0.4241, -0.3202, -1.3722], [0.8466, -2.2055, 0.2489], [-0.8214, -2.2991, -0.3793], [-0.5018, -1.6644, 1.2455], [-1.4363, 1.1768, -1.0156], [-2.6270, -0.7429, 0.6292]],
  "homo_ev": -7.6,
  "smiles": "CN[C@@H](C)NO",
  "lumo_ev": 0.98,
  "homo_lumo_gap_ev": 8.57
}

=====

17.
{
  "formula": "C3H10N2O",
  "method": "wB97M-V/def2-TZVPD",
  "symbols": ["C", "C", "C", "N", "N", "O", "H", "H", "H", "H", "H", "H", "H", "H", "H", "H"],
  "positions_angstrom": [[-1.0615, 0.1323, -0.1571], [2.4675, -0.9735, 0.6329], [-1.7517, 1.4829, -0.2658], [-0.2129, -0.1975, -1.1873], [1.3175, -0.2278, 0.1478], [-1.8993, -0.9003, 0.3508], [-2.6955, -0.9364, -0.1941], [-0.2113, -1.2100, -1.3129], [1.5946, 0.7314, -0.0709], [-0.1185, 0.1609, 0.6624], [3.0482, -0.3954, 1.3643], [3.1492, -1.2214, -0.1905], [2.1491, -1.9023, 1.1106], [-1.0447, 2.2422, -0.5975], [-2.1619, 1.7733, 0.7009], [-2.5686, 1.4415, -0.9934]],
  "homo_ev": [-8.7, -8.6],
  "lumo_ev": [-0.10, -0.14],
  "homo_lumo_gap_ev": [8.56, 8.47]
}

=====

18.
{
  "formula": "C3H10N2O",
  "method": "wB97M-V/def2-TZVPD",
  "symbols": ["C", "C", "C", "N", "N", "O", "H", "H", "H", "H", "H", "H", "H", "H", "H", "H"],
  "positions_angstrom": [[0.4145, -0.0394, 0.5257], [-1.2754, -1.3391, -0.5444], [-0.2300, 1.3124, 0.5613], [0.6850, -0.7528, -0.5702], [2.3637, 0.3731, 0.4599], [-2.3980, -0.6130, -0.1998], [-2.7405, -0.1692, -0.9858], [0.7451, -0.1305, -1.3778], [0.3782, -0.6027, 1.4555], [2.7303, 1.2287, 0.0424], [2.9307, -0.4689, 0.3785], [-1.2056, -1.5542, -1.6078], [-1.2301, -2.2277, 0.0780], [0.2499, 1.9278, 1.3233], [-0.1396, 1.8228, -0.4003], [-1.2784, 1.2325, 0.8613]],
  "homo_ev": [-7.0, -7.0],
  "lumo_ev": [0.54, 0.54],
  "homo_lumo_gap_ev": [7.52, 7.51]
}

=====

19.
{
  "formula": "C3H10N2O",
  "method": "wB97M-V/def2-TZVPD",
  "symbols": ["C", "N", "C", "H", "H", "H", "H", "H", "C", "O", "H", "H", "N", "H", "H", "H"],
  "positions_angstrom": [[0.2305, -2.6591, -1.5219], [0.5992, -2.9297, -2.6870], [1.3168, -1.9204, -3.4675], [-0.0581, -1.6039, -1.3015], [-0.1350, -3.3625, -0.7609], [0.7551, -1.7694, -4.4150], [2.2675, -2.3741, -3.7514], [1.1968, -0.8977, -3.0103], [-2.4077, -0.7313, 5.4875], [-1.3646, -0.1138, 5.4442], [-3.2660, -0.1159, 5.8394], [-2.6259, -1.6535, 4.9216], [1.3832, 6.4742, -2.4483], [1.4674, 5.5032, -2.1939], [1.5315, 6.7102, -3.4522], [0.7117, 7.2532, -2.3033]],
  "homo_ev": -9.4,
  "smiles": "C=NC.C=O.N",
  "lumo_ev": 0.65,
  "homo_lumo_gap_ev": 10.03
}

=====

20.
{
  "formula": "C3H10N2O",
  "method": "wB97M-V/def2-TZVPD",
  "symbols": ["C", "N", "C", "H", "H", "H", "H", "H", "C", "O", "H", "H", "N", "H", "H", "H"],
  "positions_angstrom": [[-2.1102, -0.8028, -0.9347], [-1.2757, -0.8025, -1.8932], [-1.4213, -1.8925, -2.8438], [-2.3423, -0.0355, -0.2080], [-2.3317, -1.8458, -0.6430], [-0.4861, -2.3583, -3.0772], [-2.1854, -2.6191, -2.5231], [-1.9261, -1.4373, -3.6925], [2.2527, 0.4980, 2.6436], [1.3678, -0.2191, 3.0296], [3.2088, 0.7326, 3.1437], [2.2847, 0.6397, 1.5426], [0.9396, 2.7266, 0.1265], [0.7729, 2.0647, 0.8263], [1.7001, 2.9507, -0.4460], [0.0188, 3.0901, 0.2652]],
  "homo_ev": -9.3,
  "smiles": "C=NC.C=O.N",
  "lumo_ev": 0.72,
  "homo_lumo_gap_ev": 9.99
}

=====

no.,energy (a.u.)
1,-924.72514
2,-1869.52729
3,-439.26507
4,-3798.63031
5,-1439.69665
6,-1163.06766
7,-174.75223
8,-174.73074
9,-229.70353
10,-229.73977
11,-229.73005
12,-229.75564
13,-229.71880
14,-229.43307
15,-304.85711
16,-304.88318
17,-304.87927
18,-304.85738
19,-304.93047
20,-304.91838